1.
The following is a DFT calculation (wB97M-V/def2-TZVPD) of an isolated molecule of C4H8N2O.

Summary:
lowest unoccupied orbital energy = 0.8 eV
energy above the lowest of the compared OMol25 structures with the same formula, charge and spin = 50.30 kcal/mol
calculated total energy = -9304.2120 eV

Geometry as XYZ:
```
15
Properties=species:S:1:pos:R:3:forces:R:3
C -1.891968 1.008817 0.448204 -0.186 -0.038 -0.022
N -0.454114 0.699175 0.526601 0.028 -0.111 0.117
C 0.133104 -0.106780 -0.522469 0.162 0.014 -0.137
C -0.123882 -1.578674 -0.397905 -0.659 -0.687 0.156
N -0.216527 -2.717949 -0.215943 0.039 1.011 -0.139
C 1.681614 -0.068214 -0.597180 -0.153 0.114 -0.188
O 2.276798 -0.132102 0.676626 -0.039 -0.459 0.307
H -2.333430 0.663340 -0.493587 0.152 0.052 0.093
H -2.458524 0.525257 1.254896 0.158 -0.004 -0.165
H -2.087249 2.090372 0.534217 0.263 -0.332 -0.097
H -0.249025 0.284126 1.426909 0.148 0.239 -0.077
H -0.227009 0.282791 -1.479046 -0.126 -0.377 0.004
H 2.053220 0.840973 -1.080628 -0.254 0.057 0.356
H 1.947865 -0.899256 -1.278967 0.230 0.174 0.443
H 1.949130 -0.891879 1.198269 0.239 0.346 -0.653
```
Forces are in eV/Å.

***

2.
The following is a DFT calculation (wB97M-V/def2-TZVPD) of an isolated molecule of C4H8N2O.

Summary:
lowest unoccupied orbital energy = 0.6 eV
energy above the lowest of the compared OMol25 structures with the same formula, charge and spin = 43.43 kcal/mol
calculated total energy = -9304.5097 eV

Geometry as XYZ:
```
15
Properties=species:S:1:pos:R:3:forces:R:3
C 0.802931 1.661740 -0.223633 -0.162 -0.142 -0.091
C 0.483044 0.199043 0.229435 0.122 -0.214 -0.255
O 0.063324 0.236611 1.558069 0.044 -0.173 0.181
C 1.771713 -0.529993 0.070791 0.844 -0.617 -0.250
N 2.721665 -1.125384 -0.214661 -0.762 0.570 0.380
C -0.545704 -0.824651 -0.513784 0.152 0.144 0.028
N -1.788951 -0.898242 0.240634 -0.206 0.073 -0.108
H 1.819378 1.907878 0.109628 -0.239 -0.158 -0.029
H 0.150678 2.378687 0.280252 -0.208 -0.287 -0.161
H 0.783836 1.828897 -1.301577 -0.119 -0.206 -0.008
H -0.846820 -0.155467 1.506652 0.233 0.178 0.260
H -0.073966 -1.810651 -0.439060 -0.017 0.290 -0.043
H -0.698675 -0.643038 -1.583985 0.179 0.353 0.247
H -2.088877 -1.842868 0.451403 0.118 0.202 -0.158
H -2.553569 -0.382566 -0.170161 0.020 -0.011 0.006
```
Forces are in eV/Å.

***

3.
The following is a DFT calculation (wB97M-V/def2-TZVPD) of a cluster of 3 separate species, C4H8N2O in total.

Summary:
lowest unoccupied orbital energy = 0.0 eV
energy above the lowest of the compared OMol25 structures with the same formula, charge and spin = 95.62 kcal/mol
calculated total energy = -9302.2468 eV

Geometry as XYZ:
```
15
Properties=species:S:1:pos:R:3:forces:R:3
O -1.217609 -1.028468 2.383632 0.103 0.058 -0.294
C -0.729694 -0.717910 1.318220 -0.088 -0.035 -0.069
N -0.206556 0.682668 1.245520 -0.037 0.080 -0.126
C 0.127156 1.194312 0.069451 0.052 -0.208 0.122
C 1.000171 0.326496 -0.764317 -0.071 0.084 -0.021
C 0.463100 -1.153464 -0.678890 0.099 -0.008 -0.109
N -0.748412 -1.308668 0.108557 -0.023 0.154 0.283
H -0.647570 1.272349 1.943191 0.053 -0.038 -0.081
H -1.285942 0.758348 -0.851995 -0.005 0.008 -0.005
H 0.078642 2.271334 -0.071056 -0.033 -0.152 0.009
H 2.003676 0.375583 -0.326901 -0.123 -0.007 -0.038
H 1.056027 0.704299 -1.788245 -0.012 -0.062 0.155
H 1.255405 -1.788180 -0.269959 -0.099 0.085 -0.064
H 0.246458 -1.512729 -1.689413 0.024 0.061 0.139
H -1.394852 -0.075969 -0.627795 0.157 -0.020 0.100
```
Forces are in eV/Å.